*a*
The following is a DFT calculation (ωB97M-V with the def2-TZVPD basis set) of 3 unconnected molecules or ions with the total composition C4H16NO3.

Cartesian coordinates (Å):
O: 0.4678 0.6045 -2.6011
C: -0.1927 -0.5922 -2.1162
C: 0.3067 -0.7666 -0.7063
N: -0.6091 -0.3535 0.3971
C: -0.1681 -0.9053 1.7290
C: -0.9940 -2.1098 2.1283
H: 0.7116 0.4548 -3.4857
H: -1.2371 -0.3666 -2.2265
H: 0.1453 -1.4249 -2.7286
H: 0.4277 -1.8227 -0.4998
H: 1.2792 -0.2943 -0.6071
H: -1.5104 -0.7684 0.1794
H: -0.8554 0.6390 0.4036
H: 0.7992 -1.3373 1.5697
H: -0.1949 -0.1474 2.4992
H: -2.0806 -2.1356 1.9941
H: -0.5604 -3.0836 1.9181
H: -1.0578 -2.1657 3.2097
H: -0.2596 2.0724 -1.4800
H: -1.4678 2.6789 -0.8854
O: -0.7990 2.0312 -0.6601
H: 1.4838 0.9000 2.2989
H: 2.8962 1.2540 1.6302
O: 1.9398 1.3044 1.5716

Frontier orbital gap, hartree: 0.4446
LUMO, eV: -2.635
Total charge: +1
HOMO level, Ha: -0.54149

*b*
The following is a DFT calculation (ωB97M-V with the def2-TZVPD basis set) of 4 unconnected molecules or ions with the total composition C4H16NO3.

Cartesian coordinates (Å):
C: 0.9202 0.4766 0.1016
N: 0.0300 -0.5034 0.9892
C: 0.5752 -0.4576 2.3756
C: 1.2162 1.0639 2.5263
C: 1.3015 1.6636 1.1422
H: 1.7595 -0.0185 -0.4302
H: 0.1522 0.7880 -0.7371
H: 0.0832 -1.5631 0.6486
H: -0.8138 0.0519 1.0096
H: 1.4713 -1.0331 2.6007
H: -0.1113 -0.5160 3.2798
H: 0.6271 1.5002 3.2277
H: 2.2176 1.0469 2.9681
H: 2.3712 2.0473 0.9315
H: 0.6035 2.5946 0.9938
H: -4.8537 -0.2875 -2.9745
H: -3.5918 0.3814 -3.5642
O: -3.9062 -0.4410 -3.2061
H: -2.4796 -1.3194 -0.7977
H: -1.4236 -2.4810 -0.3804
O: -1.6005 -1.5416 -0.4078
H: 2.0260 -0.2276 -4.1107
H: 1.4207 -0.9332 -2.9980
O: 2.0050 -0.2913 -3.1880

Frontier orbital gap, hartree: 0.4084
LUMO, eV: -3.308
Total charge: +1
HOMO level, Ha: -0.52995

On energetic grounds, *a* is preferred over the next structure by 0.0501 hartree.

*a*
The following is a DFT calculation (ωB97M-V with the def2-TZVPD basis set) of a single C4H13N3 molecule.

Cartesian coordinates (Å):
N: 0.7928 -2.1853 0.4773
C: 0.0855 -1.9373 -0.7196
C: -0.7962 -0.7323 -0.5857
C: 0.0555 0.4819 -0.1306
N: 0.5407 1.0705 -1.3375
C: -0.7017 1.3793 0.8386
N: 0.0051 2.3821 1.4866
H: 0.8809 -3.1627 0.7569
H: 1.6689 -1.6896 0.4701
H: 0.7406 -1.8011 -1.5686
H: -0.6256 -2.7389 -0.8985
H: -1.5238 -1.0125 0.2046
H: -1.4188 -0.4930 -1.4447
H: 1.0285 0.1306 0.4763
H: 1.1034 0.3230 -1.7644
H: 1.3047 1.7518 -1.1146
H: -1.1103 0.6248 1.5710
H: -1.6511 1.6413 0.3026
H: -0.5489 2.8015 2.1678
H: 0.1699 3.1662 0.8126

Frontier orbital gap, hartree: 0.3657
LUMO, eV: 1.062
Total charge: 0
HOMO level, Ha: -0.32670
SMILES: NCC[C@@H](N)CN

*b*
The following is a DFT calculation (ωB97M-V with the def2-TZVPD basis set) of a single C4H13N3 molecule.

Cartesian coordinates (Å):
N: -1.6594 -2.3531 -1.2493
C: -0.8539 -1.2096 -1.1960
C: -1.5840 -0.0799 -0.4173
C: -0.7438 0.5216 0.6765
N: 0.5694 1.0238 0.0561
C: 1.5236 1.4414 1.0888
N: 2.9104 0.9033 0.8141
H: -2.6214 -2.0972 -1.4649
H: -1.3278 -3.3009 -1.2611
H: 0.0288 -1.6076 -0.5743
H: -0.5182 -0.8396 -2.1094
H: -2.0271 0.5040 -1.2099
H: -2.5522 -0.3231 0.0968
H: -0.7203 -0.1688 1.5041
H: -1.2078 1.5273 1.1397
H: 1.0180 0.3254 -0.5436
H: 1.6410 2.6625 1.1142
H: 1.2432 0.9355 1.9958
H: 3.3660 1.2957 -0.0225
H: 3.5155 0.8394 1.5621

Frontier orbital gap, hartree: 0.3570
LUMO, eV: 1.189
Total charge: 0
HOMO level, Ha: -0.31327
SMILES: NCCCNCN

On energetic grounds, *a* is preferred over the next structure by 0.0430 hartree.

*a*
The following is a DFT calculation (ωB97M-V with the def2-TZVPD basis set) of 2 unconnected molecules or ions with the total composition C4H13N3.

Cartesian coordinates (Å):
N: -0.3048 -0.2216 -1.4869
C: -0.4586 0.4419 -0.2779
C: 0.5504 0.2789 0.8244
C: 2.0674 0.1240 0.4563
N: 2.2828 -1.1048 -0.2852
C: -1.8592 0.1913 0.2645
N: -2.0876 -1.2540 0.6096
H: -0.6677 2.5361 -0.5058
H: 0.1126 0.4474 -2.1328
H: -0.5685 1.5999 -0.5950
H: 0.3556 1.0101 1.6059
H: 0.2936 -0.7271 1.2286
H: 2.6524 0.1641 1.3828
H: 2.2946 0.9932 -0.2306
H: 3.1476 -1.2339 -0.7915
H: 1.5203 -1.1072 -0.9775
H: -2.5022 0.3593 -0.6140
H: -2.2393 0.8070 1.0673
H: -3.0531 -1.5371 0.5336
H: -1.5363 -1.7673 -0.0757

Frontier orbital gap, hartree: 0.2497
LUMO, eV: -1.518
Total charge: 0
HOMO level, Ha: -0.30548

*b*
The following is a DFT calculation (ωB97M-V with the def2-TZVPD basis set) of a molecular structure, C4H13N3.

Cartesian coordinates (Å):
C: -1.0588 1.7506 -1.5632
C: 1.2354 -1.1260 -0.7813
C: -0.5736 -1.8301 0.8531
C: 0.3951 0.7872 1.9196
N: -0.1751 1.4118 -0.5251
N: -0.1276 -0.8543 -0.1783
N: -0.5088 0.3647 0.2332
H: -1.1950 1.0252 -2.4348
H: -2.0875 1.9483 -1.2765
H: -0.6365 2.5453 -2.0826
H: 2.0107 -0.8990 0.0283
H: 1.2752 -2.1678 -0.9854
H: 1.2139 -0.6826 -1.7751
H: -0.1429 -1.5410 1.7149
H: -1.6847 -1.7175 0.8833
H: -0.4143 -2.8311 0.4617
H: 0.5303 1.7828 2.0649
H: -0.2015 0.1588 2.7106
H: 1.3981 0.4404 1.7227
H: 0.7475 1.4340 -0.9900

Frontier orbital gap, hartree: 0.3049
LUMO, eV: 0.986
Total charge: 0
HOMO level, Ha: -0.26870

On energetic grounds, *b* is preferred over the next structure by 0.0085 hartree.